88
Properties=species:S:1:pos:R:3:lowdin_charge:R:1 method="wB97M-V/def2-TZVPD" charge=0 de_lowest_kcal_mol=50.6
C 1.761 -1.780 -2.033 -0.146
O 1.903 -2.107 -0.683 -0.234
P 3.210 -2.927 -0.013 0.558
O 3.437 -2.520 1.432 -0.249
O 2.871 -4.465 -0.214 -0.203
C 2.588 -5.094 -1.495 -0.054
O 4.469 -2.588 -1.030 -0.239
C 4.894 -1.238 -1.339 -0.084
H 1.205 -2.592 -2.501 0.070
H 2.617 -1.736 -2.705 0.082
H 1.227 -0.833 -2.110 0.084
H 1.983 -4.482 -2.163 0.073
H 2.095 -6.056 -1.357 0.092
H 3.539 -5.373 -1.949 0.091
H 4.763 -1.013 -2.397 0.083
H 5.955 -1.146 -1.108 0.088
H 4.440 -0.481 -0.699 0.084
C -5.947 -2.882 3.174 -0.141
O -5.521 -1.600 3.196 -0.195
P -4.256 -1.017 2.400 0.500
O -3.231 -1.993 2.095 -0.217
O -4.923 -0.343 1.069 -0.214
C -5.000 -1.162 -0.139 -0.073
O -3.797 0.214 3.387 -0.212
C -2.783 1.190 3.038 -0.063
H -5.236 -3.609 2.782 0.098
H -6.879 -2.833 2.610 0.098
H -6.168 -3.125 4.213 0.097
H -4.046 -1.067 -0.657 0.058
H -5.726 -0.723 -0.823 0.093
H -5.073 -2.246 -0.049 0.092
H -3.306 2.061 2.642 0.085
H -2.188 0.760 2.232 0.061
H -2.249 1.582 3.904 0.099
C 4.604 2.998 -0.154 -0.083
O 3.361 2.322 -0.584 -0.169
H 5.290 3.065 -0.999 0.069
H 4.453 4.046 0.102 0.072
H 4.842 2.320 0.666 0.076
H 2.696 2.407 0.104 0.027
C -1.773 -2.852 -1.243 -0.136
O -2.445 -3.356 -0.085 -0.142
H -0.795 -2.476 -0.939 0.052
H -1.483 -3.648 -1.928 0.078
H -2.355 -2.060 -1.715 0.059
H -2.542 -2.806 0.696 0.000
C 3.229 0.275 3.041 -0.132
O 2.246 -0.112 2.063 -0.166
H 2.821 1.205 3.436 0.068
H 3.375 -0.369 3.909 0.075
H 4.168 0.326 2.490 0.071
H 2.572 -0.909 1.639 -0.011
C -0.250 -2.309 2.952 -0.164
O -1.198 -1.959 3.926 -0.136
H 0.653 -2.648 3.462 0.090
H -0.614 -3.174 2.397 0.069
H -0.259 -1.528 2.193 0.068
H -2.015 -1.859 3.433 -0.004
C 1.037 3.458 1.749 -0.121
O 1.571 4.322 0.711 -0.123
H 1.190 2.391 1.585 0.050
H 1.605 3.624 2.663 0.080
H -0.002 3.681 1.991 0.076
H 0.992 4.462 -0.042 0.056
C 3.616 1.967 -3.683 -0.159
O 2.761 0.954 -3.223 -0.147
H 3.188 2.962 -3.804 0.081
H 4.318 1.885 -2.854 0.057
H 4.165 1.711 -4.590 0.079
H 2.474 1.141 -2.327 0.038
C -3.563 1.443 -2.602 -0.198
O -3.537 0.355 -3.435 -0.091
H -4.347 1.550 -1.852 0.083
H -2.643 1.421 -2.018 0.053
H -3.565 2.424 -3.077 0.078
H -3.085 0.535 -4.262 0.090
C -0.353 0.818 -0.164 -0.168
O 0.199 1.823 -0.953 -0.101
H 0.480 0.166 0.101 0.068
H -0.785 1.113 0.793 0.054
H -1.140 0.213 -0.614 0.072
H -0.496 2.282 -1.430 0.046
C -1.560 5.103 -2.029 -0.135
O -1.665 4.035 -1.105 -0.134
H -2.391 5.809 -2.037 0.080
H -0.631 5.634 -1.821 0.080
H -1.527 4.605 -2.997 0.084
H -1.516 4.438 -0.246 0.076



84
Properties=species:S:1:pos:R:3:lowdin_charge:R:1 method="wB97M-V/def2-TZVPD" e_tot_ev=-60577.684 charge=-1
C 3.092 -1.836 1.244 -0.205
C 1.670 -2.349 0.945 -0.435
P 0.505 -1.316 1.965 0.788
C -1.209 -1.895 1.539 -0.307
C 0.768 0.338 1.285 -0.938
N -0.096 0.508 0.058 -0.154
S 0.211 1.589 2.512 0.493
H 3.059 -1.272 2.174 0.034
H 3.805 -2.644 1.363 0.032
H 3.377 -1.123 0.483 0.050
H 1.563 -3.404 1.170 0.055
H 1.480 -2.144 -0.108 0.048
H -1.938 -1.210 1.955 0.024
H -1.393 -2.883 1.951 0.011
H -1.350 -1.924 0.460 -0.009
H 0.059 -0.298 -0.536 -0.005
H 0.275 1.314 -0.431 0.016
H -0.351 0.938 3.562 -0.235
C -2.352 -1.706 -2.583 -0.150
O -1.064 -1.849 -1.987 -0.145
H -2.604 -0.648 -2.553 0.080
H -2.343 -2.048 -3.623 0.043
H -3.101 -2.266 -2.013 0.075
H -0.840 -2.785 -2.005 0.075
C -0.650 -2.873 -6.296 -0.150
O -1.694 -2.150 -5.660 -0.148
H 0.015 -3.245 -5.521 0.078
H -1.045 -3.723 -6.862 0.073
H -0.080 -2.227 -6.970 0.075
H -2.283 -1.812 -6.347 0.045
C -2.773 1.192 -7.045 -0.124
O -3.251 -0.153 -7.154 -0.139
H -1.876 1.283 -7.652 0.081
H -3.527 1.891 -7.407 0.049
H -2.525 1.424 -6.008 0.089
H -4.044 -0.224 -6.613 0.083
C 0.068 -0.990 6.428 -0.188
O -0.787 -0.780 5.321 -0.176
H -0.405 -0.548 7.304 0.062
H 0.223 -2.059 6.615 0.070
H 1.040 -0.510 6.271 0.075
H -0.352 -1.180 4.550 -0.004
C -1.207 2.773 6.533 -0.145
O -1.860 3.055 5.302 -0.138
H -1.793 3.244 7.319 0.062
H -1.157 1.698 6.719 0.062
H -0.195 3.191 6.544 0.082
H -1.344 2.645 4.596 0.023
C 6.542 -2.039 -0.087 -0.143
O 6.771 -3.452 -0.052 -0.133
H 6.265 -1.714 0.912 0.073
H 7.448 -1.510 -0.398 0.074
H 5.725 -1.801 -0.769 0.080
H 7.007 -3.728 -0.942 0.074
C -6.494 3.368 -6.810 -0.148
O -5.117 3.716 -6.929 -0.136
H -6.653 2.459 -7.385 0.077
H -6.762 3.179 -5.768 0.079
H -7.136 4.156 -7.212 0.075
H -4.971 4.520 -6.418 0.083
C -2.624 2.858 -10.725 -0.161
O -2.623 3.864 -9.719 -0.129
H -1.755 3.005 -11.361 0.076
H -2.569 1.861 -10.278 0.069
H -3.528 2.934 -11.337 0.075
H -3.399 3.716 -9.166 0.051
C -3.997 6.116 6.836 -0.170
O -3.725 4.728 6.925 -0.134
H -4.485 6.418 7.761 0.070
H -3.075 6.693 6.719 0.075
H -4.666 6.336 5.998 0.073
H -3.285 4.453 6.107 0.050
C 5.545 -3.505 3.904 -0.157
O 5.345 -3.976 2.575 -0.142
H 4.683 -3.799 4.499 0.080
H 6.449 -3.945 4.341 0.073
H 5.629 -2.419 3.924 0.059
H 6.107 -3.711 2.050 0.034
C 5.641 -1.539 7.275 -0.159
O 5.792 -1.025 5.959 -0.132
H 6.110 -2.520 7.300 0.074
H 6.132 -0.895 8.011 0.072
H 4.585 -1.647 7.537 0.076
H 5.372 -0.159 5.929 0.082



120
Properties=species:S:1:pos:R:3:lowdin_charge:R:1 method="wB97M-V/def2-TZVPD" charge=0 de_lowest_kcal_mol=256.4
C -0.458 -0.283 0.022 -0.779
O -1.590 -0.594 0.194 0.058
N 0.077 0.696 0.786 0.181
N 0.455 -0.855 -0.677 0.207
H -0.547 1.227 1.377 0.077
H 1.055 0.944 0.761 0.059
H 0.298 -1.825 -0.910 0.087
H 1.372 -0.439 -0.602 0.060
C 4.029 1.444 -0.486 -0.726
O 2.889 0.927 -0.340 -0.033
N 5.033 1.223 0.335 0.169
N 4.496 1.927 -1.567 0.207
H 5.897 1.743 0.276 0.125
H 4.622 0.844 1.176 0.079
H 3.773 2.261 -2.188 0.083
H 5.458 2.103 -1.817 0.137
C -2.673 2.657 -1.723 -0.805
O -3.445 2.176 -0.933 0.056
N -1.383 2.501 -1.545 0.170
N -2.945 3.335 -2.756 0.195
H -1.345 1.797 -0.821 0.080
H -0.867 2.453 -2.411 0.124
H -2.184 3.700 -3.311 0.124
H -3.860 3.744 -2.883 0.133
C -3.776 -4.457 0.217 -0.775
O -4.823 -4.454 -0.356 0.057
N -3.304 -5.305 1.078 0.180
N -2.838 -3.476 0.111 0.135
H -3.963 -6.065 1.175 0.122
H -2.387 -5.290 1.500 0.094
H -2.107 -3.414 0.804 0.078
H -3.125 -2.619 -0.340 0.088
C -0.727 3.829 3.016 -0.807
O -0.942 2.686 3.239 0.055
N 0.369 4.423 2.768 0.189
N -1.615 4.742 3.110 0.184
H 1.195 3.917 2.483 0.067
H 0.417 5.432 2.753 0.134
H -2.594 4.523 3.230 0.097
H -1.402 5.461 2.435 0.121
C 0.672 -3.863 1.611 -0.820
O -0.223 -4.364 2.203 0.067
N 1.584 -3.263 2.340 0.185
N 0.721 -3.708 0.361 0.209
H 2.539 -3.401 2.041 0.062
H 1.416 -3.440 3.320 0.120
H 0.125 -4.317 -0.181 0.101
H 1.527 -3.367 -0.141 0.074
C 1.020 -2.640 -5.407 -0.847
O 0.946 -1.982 -6.413 0.029
N 0.427 -2.308 -4.336 0.163
N 1.893 -3.565 -5.211 0.187
H -0.207 -1.523 -4.389 0.138
H 0.586 -2.922 -3.551 0.036
H 1.934 -3.973 -4.288 0.084
H 2.481 -3.925 -5.950 0.127
C -0.341 -4.949 -2.695 -0.677
O 0.631 -4.191 -2.568 -0.046
N -1.541 -4.637 -2.307 0.213
N -0.287 -6.124 -3.351 0.180
H -2.286 -5.312 -2.411 0.128
H -1.658 -3.937 -1.588 0.078
H 0.618 -6.434 -3.677 0.113
H -0.987 -6.851 -3.360 0.115
C 3.469 2.685 2.644 -0.825
O 2.689 3.005 1.799 0.008
N 4.234 3.516 3.185 0.208
N 3.477 1.587 3.311 0.206
H 4.199 4.489 2.916 0.143
H 4.847 3.233 3.936 0.131
H 4.163 1.427 4.035 0.129
H 2.747 0.905 3.163 0.138
C 1.546 4.963 -0.847 -0.798
O 1.081 5.505 -1.864 0.004
N 0.985 4.090 -0.110 0.172
N 2.610 5.275 -0.221 0.161
H 0.134 3.723 -0.512 0.084
H 1.415 3.719 0.725 0.044
H 2.947 4.585 0.435 0.073
H 3.238 6.008 -0.519 0.122
C -5.393 -0.638 1.319 -0.734
O -5.278 -0.615 2.497 0.061
N -6.206 -1.359 0.492 0.158
N -4.499 -0.100 0.537 0.150
H -5.998 -1.276 -0.492 0.099
H -6.784 -2.007 1.008 0.111
H -4.388 -0.438 -0.408 0.093
H -3.977 0.734 0.769 0.066
C 4.018 -3.057 0.203 -0.888
O 3.850 -4.213 0.391 0.072
N 4.446 -2.235 1.056 0.195
N 3.602 -2.488 -0.880 0.196
H 4.179 -1.269 0.935 0.090
H 4.805 -2.549 1.947 0.138
H 3.869 -1.517 -0.957 0.105
H 3.355 -3.155 -1.598 0.130
C 2.474 1.114 -4.456 -0.834
O 2.945 2.049 -3.887 0.020
N 2.003 0.235 -3.667 0.208
N 2.559 0.935 -5.716 0.214
H 1.670 -0.607 -4.115 0.070
H 2.121 0.284 -2.665 0.091
H 1.871 0.309 -6.108 0.102
H 3.010 1.625 -6.299 0.132
C -4.833 2.962 2.620 -0.879
O -5.909 2.901 2.931 0.145
N -4.428 3.994 1.911 0.151
N -3.939 2.037 2.794 0.202
H -3.525 4.106 1.471 0.086
H -5.135 4.700 1.765 0.114
H -2.952 2.246 2.781 0.069
H -4.313 1.116 2.976 0.077
C -2.139 -0.444 4.351 -0.810
O -2.901 -0.781 5.212 0.052
N -2.390 -0.501 3.096 0.181
N -1.101 0.335 4.523 0.149
H -1.761 -0.221 2.357 0.068
H -3.213 -1.009 2.805 0.094
H -0.771 0.857 3.724 0.044
H -0.846 0.585 5.467 0.110